Entry from the OMol25 dataset: a molecular structure, C26H24N6PtS (ωB97M-V/def2-TZVPD).

```
58
Properties=species:S:1:pos:R:3
Pt -0.001 0.455 -0.695
C 2.992 -1.534 -0.691
C 3.173 -0.049 -0.730
C 4.474 0.434 -0.735
C 4.721 1.799 -0.736
C 3.644 2.654 -0.756
C 2.347 2.141 -0.764
N 2.117 0.787 -0.739
C 1.193 3.020 -0.779
C 1.209 4.409 -0.736
C 0.006 5.100 -0.723
C -1.199 4.413 -0.736
C -1.188 3.023 -0.779
N 0.001 2.378 -0.827
C -2.345 2.148 -0.764
C -3.640 2.665 -0.755
C -4.720 1.812 -0.736
C -4.477 0.446 -0.734
C -3.176 -0.039 -0.730
C -3.000 -1.526 -0.692
N -2.119 0.793 -0.740
H 3.961 -2.025 -0.643
H 2.486 -1.903 -1.581
H 2.432 -1.838 0.190
H 5.291 -0.266 -0.734
H 5.729 2.173 -0.715
H 3.794 3.718 -0.753
H 2.133 4.957 -0.710
H 0.008 6.177 -0.695
H -2.120 4.964 -0.709
H -3.788 3.729 -0.753
H -5.727 2.190 -0.715
H -5.297 -0.251 -0.734
H -3.970 -2.016 -0.644
H -2.439 -1.831 0.188
H -2.494 -1.895 -1.582
C 0.004 -0.520 4.638
N 0.002 -1.490 3.574
C 0.003 -2.845 3.705
C 0.000 -3.377 2.466
N -0.002 -2.344 1.524
C -0.001 -1.175 2.259
S -0.004 0.478 1.857
C -0.002 -2.588 0.138
C 0.000 -3.909 -0.339
C 0.001 -4.178 -1.690
C -0.003 -3.113 -2.602
C -0.006 -1.849 -2.083
N -0.004 -1.567 -0.759
H 0.004 -1.042 5.591
H -0.877 0.124 4.570
H 0.886 0.122 4.568
H 0.005 -3.336 4.657
H -0.003 -4.414 2.218
H 0.001 -4.745 0.333
H 0.005 -5.193 -2.049
H -0.004 -3.274 -3.666
H -0.012 -0.980 -2.747
```

Its spin multiplicity is 1. The value obtained for the largest force on an atom is 0.04038 Eh/bohr. The value obtained for the frontier orbital gap is 6.3240 eV. Its net charge is +2. For the LUMO energy, the calculation gives -6.23 eV.